(1)
ORCA calculation (ωB97M-V with the def2-TZVPD basis set) on the ion C4H6N3 with charge +1 at a distorted geometry.

Structure (ORCA input):
```
! wB97M-V def2-TZVPD RIJCOSX def2/J DEFGRID3
* xyz 1 1
C 1.72739 -0.71654 -0.01051
C 0.38020 -0.55144 -0.09495
N -0.71573 -1.41819 0.03373
C -1.89054 -0.62904 0.00272
N -1.69461 0.63078 -0.00182
N -0.14467 0.75429 0.05263
C 0.40238 1.94324 -0.01315
H 2.29937 0.14134 0.02449
H 2.24072 -1.67085 -0.39207
H -0.74113 -2.43321 0.17733
H -2.94601 -0.84119 0.17654
H -0.37144 2.74887 0.01123
H 1.45407 2.04193 0.03382
*
```

Properties
HOMO energy (spin up / spin down) in eV: -13.69 / -13.68

Atomic partial charges in e from the Mulliken method, atoms 1 to 2: -0.8258 0.4713

=====

(2)
ORCA calculation (ωB97M-V with the def2-TZVPD basis set) on a structure of composition C4H6N3 at a distorted geometry.

Structure (ORCA input):
```
! wB97M-V def2-TZVPD RIJCOSX def2/J DEFGRID3
* xyz 1 1
C -0.20909 -0.56092 -1.87605
C 0.00614 -0.90136 -0.57820
C 0.81604 0.78414 1.22111
C -0.62181 1.07364 0.96504
N -0.03425 -1.82497 -2.45093
N 0.18300 -2.42711 -1.45487
N -0.05442 -0.31499 0.72169
H -0.41955 0.33645 -2.47573
H 1.62637 1.21906 0.53956
H 1.13623 0.71801 2.19408
H -1.21357 1.36207 1.78187
H -0.92698 1.59019 0.06846
H -0.28812 -1.05422 1.34398
*
```

Properties
HOMO energy in eV: -14.22

Atomic partial charges in e from the Mulliken method, atoms 1 to 2: -0.3433 0.1639

=====

(3)
ORCA calculation (ωB97M-V with the def2-TZVPD basis set) on the ion C4H6N3S with charge +1 at a distorted geometry.

Structure (ORCA input):
```
! wB97M-V def2-TZVPD RIJCOSX def2/J DEFGRID3
* xyz 1 1
N -2.22930 0.18202 0.00003
C -1.82662 -1.05467 0.00000
N -0.54551 -1.38459 -0.00003
C 0.49498 -0.46297 -0.00002
N 0.30633 0.82328 -0.00004
C 1.47992 1.48953 -0.00001
C 2.58990 0.70051 0.00001
S 2.16356 -0.95887 0.00002
H -3.20866 0.42623 0.00005
H -1.48568 0.90340 0.00002
H -2.54705 -1.86560 0.00000
H -0.27934 -2.36267 -0.00004
H 1.46977 2.56316 -0.00003
H 3.61772 1.00123 0.00003
*
```

Properties
HOMO energy in eV: -13.16

Atomic partial charges in e from the Mulliken method, atoms 1 to 2: -0.1979 0.0112

=====

(4)
ORCA calculation (ωB97M-V with the def2-TZVPD basis set) on the molecule C4H6N4 at a distorted geometry.

Structure (ORCA input):
```
! wB97M-V def2-TZVPD RIJCOSX def2/J DEFGRID3
* xyz 0 1
H -1.74701 -1.72591 0.05015
N -2.37266 -0.89361 0.00861
C -1.69163 0.16354 -0.01643
N -0.29960 0.24029 -0.05834
C 0.25153 1.54774 0.01346
C 0.55378 -0.81209 -0.04212
C 1.98743 -0.40706 0.01886
N 3.14260 -0.32552 -0.02499
N 0.18369 -2.04097 -0.04117
H 0.97140 -2.67899 0.12833
H -2.21449 1.12158 -0.06985
H 0.73843 1.74863 0.96570
H 1.01396 1.73683 -0.76413
H -0.51743 2.32555 -0.16807
*
```

Properties
HOMO energy in eV: -9.76

Atomic partial charges in e from the Mulliken method, atoms 1 to 2: 0.3992 -0.7073

=====

(5)
ORCA calculation (ωB97M-V with the def2-TZVPD basis set) on the molecule C4H6N4 at a distorted geometry.

Structure (ORCA input):
```
! wB97M-V def2-TZVPD RIJCOSX def2/J DEFGRID3
* xyz 0 1
H -2.55403 0.56460 -0.59717
N -2.27526 -0.45772 0.06868
C -1.10410 -0.55241 0.02589
C -0.47469 -1.79573 0.03707
N 0.78624 -1.86439 -0.11395
C 1.24312 -0.53956 -0.18807
N 2.38802 -0.06437 0.09456
H 3.07146 -0.74572 0.11590
N 0.12362 0.27161 -0.28367
C -0.06476 1.62472 0.00446
H -0.88664 -2.77764 0.20089
H -0.85938 2.25051 -0.61962
H 0.82819 2.33281 -0.03143
H -0.22180 1.75330 1.28645
*
```

Properties
HOMO energy in eV: -9.36

Atomic partial charges in e from the Mulliken method, atoms 1 to 2: 0.3012 -0.5272

=====

(6)
ORCA calculation (ωB97M-V with the def2-TZVPD basis set) on the molecule C4H6N4 at a distorted geometry.

Structure (ORCA input):
```
! wB97M-V def2-TZVPD RIJCOSX def2/J DEFGRID3
* xyz 0 1
H 3.77562 0.02193 -1.00193
N 3.39533 -0.19856 -0.03709
C 2.14061 -0.05332 -0.24816
N 1.09661 -0.03001 0.77423
N -0.24179 -0.07438 0.28759
C -1.05946 0.98614 0.12958
C -2.33081 0.49449 -0.12872
C -2.12392 -0.89069 -0.14139
N -0.83868 -1.26244 0.10421
H 1.81296 0.13599 -1.24794
H 1.28868 -0.46083 1.62597
H -0.87807 2.07015 0.15509
H -3.24681 1.01693 -0.16355
H -2.79028 -1.75540 -0.10789
*
```

Properties
HOMO energy in eV: -9.71

Atomic partial charges in e from the Mulliken method, atoms 1 to 2: 0.2750 -0.6192

=====

(7)
ORCA calculation (ωB97M-V with the def2-TZVPD basis set) on a cluster of 2 separate species, C4H6N4O in total at a distorted geometry.

Structure (ORCA input):
```
! wB97M-V def2-TZVPD RIJCOSX def2/J DEFGRID3
* xyz 0 1
N -1.53078 0.14467 2.64589
C -0.77718 0.64364 1.91291
C 0.30220 0.82179 0.95597
N 0.17116 0.57880 -0.50832
C 0.95694 -0.30238 0.25067
N 2.31402 -0.04213 0.06764
C 0.51911 -1.60896 0.62534
N 0.13410 -2.65006 0.87212
H 0.92496 1.73727 1.21431
H -0.79739 0.25661 -0.85781
H 2.61962 0.93448 0.33511
H 2.49958 -0.19289 -0.97176
O -2.39163 -0.25277 -1.81800
H -2.34909 -0.70915 -2.59845
H -2.59560 0.64110 -2.12561
*
```

Properties
HOMO energy in eV: -10.19

Atomic partial charges in e from the Mulliken method, atoms 1 to 2: -0.4313 0.0595

=====

(8)
ORCA calculation (ωB97M-V with the def2-TZVPD basis set) on a structure of composition C4H6N4O at a distorted geometry.

Structure (ORCA input):
```
! wB97M-V def2-TZVPD RIJCOSX def2/J DEFGRID3
* xyz 0 1
C 0.43954 1.29896 -1.54032
C -0.12889 0.17735 0.00089
C -2.12551 -0.30491 1.17697
C -1.16778 0.08552 2.13976
H 2.79536 -1.64558 -0.50166
H 0.47083 2.12422 -2.36916
H -2.76420 -1.34621 0.86706
H -2.32470 0.42800 0.37513
H -1.05317 -0.44927 3.19610
H -0.99783 1.24818 2.31094
N 1.07988 -0.35088 -0.57021
N 1.45057 0.38170 -1.58313
N -0.45266 1.36641 -0.55841
N -0.74563 -0.69962 0.93481
O 1.55555 -1.59802 -0.26296
*
```

Properties
HOMO energy in eV: -8.69

Atomic partial charges in e from the Mulliken method, atoms 1 to 2: -0.1036 0.2411

=====

(9)
ORCA calculation (ωB97M-V with the def2-TZVPD basis set) on a cluster of 2 separate species, C4H6N4O2 in total at a distorted geometry.

Structure (ORCA input):
```
! wB97M-V def2-TZVPD RIJCOSX def2/J DEFGRID3
* xyz 0 1
C 1.97843 1.28320 -0.30672
C -0.95482 -0.52592 0.06728
C 1.92871 -0.10473 0.22530
C -1.91612 0.46740 0.37018
N 1.92759 2.39919 -0.57137
N -0.54895 -1.59018 -0.13701
N 0.29634 -2.46473 -0.23537
N -1.68153 1.92262 -0.13023
O 1.81947 -0.35776 1.38834
O 2.28077 -0.87921 -0.71713
H -2.92102 0.07751 0.08032
H -1.94251 0.69752 1.42740
H -0.07785 -3.36594 -0.42363
H 1.93798 -1.83616 -0.47601
H -1.21566 1.98815 -1.05354
H -0.91083 2.28905 0.49218
*
```

Properties
HOMO energy in eV: -9.10

Atomic partial charges in e from the Mulliken method, atoms 1 to 2: 0.2414 0.5181

=====

(10)
ORCA calculation (ωB97M-V with the def2-TZVPD basis set) on a cluster of 2 separate species, C4H6N4O2 in total at a distorted geometry.

Structure (ORCA input):
```
! wB97M-V def2-TZVPD RIJCOSX def2/J DEFGRID3
* xyz 0 1
H -1.94596 0.15667 -1.10841
N -0.95520 0.16051 -1.03067
C -0.47746 -0.64530 -0.19352
N -1.22230 -1.71793 0.45738
C -0.63202 -2.41913 1.30962
N 0.60535 -2.23462 1.70950
C 1.35343 -1.39941 1.14733
N 0.90335 -0.51436 0.19336
H -1.17332 -3.14451 1.86233
H 2.31652 -1.17095 1.60286
H 1.30083 0.16954 -0.31316
O 1.09167 1.82392 -1.00724
C 0.02572 2.29649 -0.80701
O -0.58673 3.07554 -1.60580
H -0.48565 2.19875 0.15670
H -0.11824 3.36480 -2.37326
*
```

Properties
HOMO energy in eV: -9.20

Atomic partial charges in e from the Mulliken method, atoms 1 to 2: 0.2352 -0.6019

=====

(11)
ORCA calculation (ωB97M-V with the def2-TZVPD basis set) on a cluster of 2 separate species, C4H6N6O in total at a distorted geometry.

Structure (ORCA input):
```
! wB97M-V def2-TZVPD RIJCOSX def2/J DEFGRID3
* xyz 0 1
C 1.58467 -0.23512 -0.12917
C -0.00187 1.28691 -0.24450
C -0.98008 0.34081 -0.22521
C -0.49755 -1.07385 -0.09477
H 2.90638 -1.58868 0.03187
H 3.82822 -0.11479 -0.11736
H 0.33268 3.19676 0.78443
H -1.17851 2.93282 0.30689
H -1.22544 -3.01639 0.23247
H -2.32741 -1.64488 0.01792
N 2.83364 -0.62951 0.06952
N 1.27777 1.06346 -0.32826
N -0.36214 2.46664 -0.23239
N -2.29747 0.69375 0.19970
N -1.44220 -2.01478 -0.46751
N 0.71844 -1.35997 0.20809
O -3.16913 -0.30319 -0.01172
*
```

Properties
HOMO energy in eV: -8.81

Atomic partial charges in e from the Mulliken method, atoms 1 to 2: 0.2932 0.2130

=====

(12)
ORCA calculation (ωB97M-V with the def2-TZVPD basis set) on the ion C4H6NO with charge +1 at a distorted geometry.

Structure (ORCA input):
```
! wB97M-V def2-TZVPD RIJCOSX def2/J DEFGRID3
* xyz 1 1
C -1.18472 1.26836 0.15393
C -0.04374 0.95724 -0.42156
N 0.67240 -0.25379 -0.01675
C -0.14277 -1.54696 0.34254
C 1.84670 0.00062 -0.33342
O 2.93380 0.31219 -0.50945
H -1.68846 2.14367 -0.19295
H -1.72588 0.55741 0.84486
H 0.38383 1.76345 -1.14607
H -0.66893 -1.80035 -0.64284
H -0.89922 -1.21129 1.08386
H 0.51699 -2.19055 0.83785
*
```

Properties
HOMO energy in eV: -15.25

Atomic partial charges in e from the Mulliken method, atoms 1 to 2: -0.7356 0.0971

=====

(13)
ORCA calculation (ωB97M-V with the def2-TZVPD basis set) on the ion C4H6NO with charge +1 at a distorted geometry.

Structure (ORCA input):
```
! wB97M-V def2-TZVPD RIJCOSX def2/J DEFGRID3
* xyz 1 1
C 0.79487 1.49072 0.16629
N 0.00628 0.26902 0.01553
C 0.30768 -0.78456 -0.64151
C -0.79454 -1.71223 -0.24473
C -1.15803 -0.24139 0.73074
O -1.78984 0.22224 1.59296
H 1.71896 1.42364 0.70157
H 0.15660 2.37918 0.58717
H 1.22378 1.92032 -0.85359
H 1.22711 -0.74416 -1.26756
H -1.45400 -1.76970 -1.09044
H -0.23886 -2.45309 0.30357
*
```

Properties
HOMO energy in eV: -16.03

Atomic partial charges in e from the Mulliken method, atoms 1 to 2: -0.7605 0.2468

=====

(14)
ORCA calculation (ωB97M-V with the def2-TZVPD basis set) on a cluster of 2 separate species, C4H6NO in total at a distorted geometry.

Structure (ORCA input):
```
! wB97M-V def2-TZVPD RIJCOSX def2/J DEFGRID3
* xyz 1 1
C -0.15193 1.49274 0.19827
C 1.26947 -0.80708 -0.24376
C -3.83030 0.14311 -0.24218
C 0.47294 0.40786 -0.61049
N -0.93850 0.61779 -0.25528
O -2.92355 -0.50237 -0.00227
H -0.13154 2.10191 1.05995
H 1.27013 -1.05712 0.81574
H 2.19468 -0.72176 -0.70924
H 0.74241 -1.72184 -0.54632
H -4.66470 0.83305 -0.60903
H 0.68634 0.67902 -1.71189
*
```

Properties
HOMO energy in eV: -13.50

Atomic partial charges in e from the Mulliken method, atoms 1 to 2: -0.1957 -1.1946

=====

(15)
ORCA calculation (ωB97M-V with the def2-TZVPD basis set) on the ion C4H6NO with charge +1 at a distorted geometry.

Structure (ORCA input):
```
! wB97M-V def2-TZVPD RIJCOSX def2/J DEFGRID3
* xyz 1 1
C -0.74075 1.08905 0.89944
C 0.29912 0.84253 0.12806
C 0.50570 -0.49322 -0.51465
C -0.66543 -1.47928 -0.39443
N -1.73603 -1.10454 0.01355
O -2.84090 -1.12710 0.17366
H -1.32495 0.38414 1.49991
H -1.15324 2.08796 1.21750
H 1.03936 1.56850 0.04944
H 0.95710 -0.46696 -1.43873
H 1.32149 -1.03730 -0.04454
H -0.43246 -2.50588 -0.58362
*
```

Properties
HOMO energy in eV: -14.61

Atomic partial charges in e from the Mulliken method, atoms 1 to 2: -0.7901 -0.0762

=====

(16)
ORCA calculation (ωB97M-V with the def2-TZVPD basis set) on a cluster of 3 separate species, C4H6NO2S in total at a distorted geometry.

Structure (ORCA input):
```
! wB97M-V def2-TZVPD RIJCOSX def2/J DEFGRID3
* xyz -1 1
O -1.02582 -0.97198 1.39585
C 0.13814 -0.79941 1.15652
N -2.47182 0.51677 -0.13409
C -2.04782 -0.23487 -1.15718
O -0.93704 -0.18954 -1.70701
C 0.60625 0.51725 0.66187
C 1.77529 0.49902 -0.00912
S 4.75734 0.23720 0.03792
H -3.46260 0.71307 -0.30678
H -2.76442 -1.06121 -1.41858
H 0.88169 -1.54530 1.48381
H -0.10870 1.33879 0.67191
H 2.83757 0.38833 0.40753
H 1.82195 0.59188 -1.08265
*
```

Properties
HOMO energy in eV: -3.45

Atomic partial charges in e from the Mulliken method, atoms 1 to 2: -0.4165 -0.1504

=====

(17)
ORCA calculation (ωB97M-V with the def2-TZVPD basis set) on the ion C4H6NO3S with charge -1 at a distorted geometry.

Structure (ORCA input):
```
! wB97M-V def2-TZVPD RIJCOSX def2/J DEFGRID3
* xyz -1 1
C -1.30683 1.22528 -0.84755
C 0.18710 0.94892 0.99034
C -1.12973 -0.98505 0.07298
C -0.33242 0.26206 -0.25096
N -2.09855 2.02915 -1.12316
O 3.11829 0.04153 -0.57801
O 1.68283 -1.86669 -0.05231
O 0.75926 0.05975 -1.43794
S 2.16924 -0.93985 -1.11475
H 0.39714 0.23353 1.76036
H 1.01259 1.72282 0.84369
H -0.80908 1.35231 1.34844
H -1.55877 -1.17395 1.05191
H -0.25439 -1.66321 -0.03367
H -1.83669 -1.24660 -0.62939
*
```

Properties
HOMO energy in eV: -4.47

Atomic partial charges in e from the Mulliken method, atoms 1 to 2: -0.1835 -1.2922

=====

(18)
ORCA calculation (ωB97M-V with the def2-TZVPD basis set) on a cluster of 2 separate species, C4H6NO4 in total at a distorted geometry.

Structure (ORCA input):
```
! wB97M-V def2-TZVPD RIJCOSX def2/J DEFGRID3
* xyz -1 1
C -2.10496 -0.79175 0.29895
C -0.21492 1.08072 -0.32803
C 1.58726 -0.41901 0.81611
C 0.54497 -0.02036 -0.21916
N 0.53728 -0.88871 -1.47152
O -1.80319 -1.79005 -0.24074
O 0.01942 1.96164 0.89919
O -2.55265 0.07681 0.93358
O -1.04402 1.38213 -1.22246
H 1.65302 -1.48978 1.22497
H 1.42920 0.21895 1.66075
H 2.68810 -0.23782 0.43809
H 0.03042 -0.10197 -2.12814
H -0.16420 -1.59885 -1.29654
H -0.60572 2.61804 0.63494
*
```

Properties
HOMO energy in eV: -2.50

Atomic partial charges in e from the Mulliken method, atoms 1 to 2: 0.8998 0.4398

=====

(19)
ORCA calculation (ωB97M-V with the def2-TZVPD basis set) on the ion C4H6NO6 with charge -1 at a distorted geometry.

Structure (ORCA input):
```
! wB97M-V def2-TZVPD RIJCOSX def2/J DEFGRID3
* xyz -1 1
O 1.37655 0.92954 -0.99343
C 0.71430 0.63266 0.10039
O 1.08920 1.52927 1.18339
N 1.11723 -0.88503 0.63186
O 2.19760 -1.27354 -0.24552
C 0.00227 -1.68515 0.43611
C -1.08871 -1.01730 0.01735
O -2.39737 -1.49869 -0.14970
C -0.77491 0.49307 -0.09791
O -1.52219 1.22462 0.87947
O -1.12682 1.02865 -1.37461
H 1.92365 1.91714 0.90691
H 2.15196 -0.51098 -0.97800
H 0.09315 -2.80486 0.38949
H -2.85647 -0.71033 -0.21320
H -0.71414 1.73605 1.26588
H -0.18529 0.89488 -1.75847
*
```

Properties
HOMO energy in eV: -3.97

Atomic partial charges in e from the Mulliken method, atoms 1 to 2: -1.0117 1.0190

=====

Values of energy relative to the best compared isomer or geometry (same formula, charge and spin), in order: 63.65, 158.58, 0.00, 37.56, 90.30, 61.79, 60.67, 153.13, 138.07, 68.55, 166.36, 42.13, 44.82, 112.39, 118.53, 191.78, 46.59, 49.30, 18.85, all in kcal/mol.